42
Properties=species:S:1:pos:R:3 method="wB97M-V/def2-TZVPD" s_squared=0.7648 energy_ev=-67080.8063 gap_ev="2.29 / 5.00" de_lowest_kj_mol=36.11 spin_multiplicity=2 total_charge=-2 e_homo_ev="2.09 / -0.62" e_lumo_ha="0.16110 / 0.16106" max_force_ev_per_a=0.65
Ag -1.0978 -0.0925 0.9896
O -0.3858 2.1618 0.4849
N -1.3204 2.8677 -0.1766
C -0.8499 3.9310 -0.9525
C -1.7144 4.7475 -1.6329
C -3.0939 4.5400 -1.5818
C -3.5449 3.4281 -0.7919
C -2.6729 2.6137 -0.1023
S -3.2352 1.2668 0.8749
H 0.2225 4.0338 -0.9571
H -1.2935 5.5610 -2.2176
H -3.7891 5.1738 -2.1173
H -4.5974 3.1865 -0.7192
N -3.3768 -1.8564 0.6020
N -3.8096 -3.1604 0.4217
C -2.9165 -4.1634 0.2298
N -3.5566 -5.4011 0.1554
S -1.2928 -3.9894 0.1163
H -3.4744 -1.5315 1.5539
H -3.7818 -1.1933 -0.0464
H -4.7315 -3.4230 0.7423
H -4.4403 -5.3953 -0.3345
H -2.9238 -6.1143 -0.1693
C 2.7437 2.0065 -0.4788
C 2.6275 1.5904 0.9702
O 3.1763 0.2681 1.1648
P 2.1262 -0.9613 1.1231
O 1.3898 -0.9917 -0.1684
Te 0.7854 -0.9562 3.0754
O 3.1973 -2.1850 1.2094
C 3.8071 -2.6226 -0.0016
C 5.1720 -1.9840 -0.1899
H 2.3941 3.0344 -0.5858
H 2.1109 1.3681 -1.0934
H 3.7809 1.9375 -0.8232
H 1.5810 1.6347 1.2767
H 3.2058 2.2493 1.6223
H 3.1492 -2.3935 -0.8424
H 3.8980 -3.7093 0.0781
H 5.0717 -0.9006 -0.2417
H 5.6311 -2.3477 -1.1139
H 5.8286 -2.2281 0.6475